C14H25ClEuNP as an isolated structure at a distorted geometry, computed with ωB97M-V with the def2-TZVPD basis set.

```
43
Properties=species:S:1:pos:R:3:forces:R:3
C -2.670340 0.352565 -2.698083 -0.059 0.153 -0.031
C -2.462794 -0.878501 -2.082127 0.346 -0.347 0.337
C -1.701637 -0.972230 -0.895301 -1.013 0.198 -1.147
C -1.175055 0.186625 -0.339472 0.722 0.241 1.217
C -1.348387 1.413313 -0.971417 -0.730 -0.122 -1.090
C -2.127543 1.508356 -2.142396 0.506 0.203 0.336
C -1.535530 -2.327823 -0.244755 0.013 -0.428 0.043
C -0.117031 -2.955892 -0.276185 0.291 0.132 -0.021
N 0.986883 -1.993152 -0.066015 -0.025 0.253 0.662
Eu 0.000969 -0.066766 1.889066 0.455 -1.608 -0.836
C -0.666065 2.646394 -0.415064 0.148 0.102 0.443
P 0.992158 2.168608 0.274385 -0.523 0.375 -0.545
H -2.890954 -1.792343 -2.506856 0.077 0.316 -0.015
H -2.275744 2.494789 -2.595108 -0.050 -0.388 -0.065
H -3.250088 0.418111 -3.618112 0.061 -0.050 0.213
H -1.234621 3.099992 0.417414 0.041 -0.056 -0.321
H -0.495037 3.413943 -1.184951 -0.207 -0.056 0.206
H -1.891467 -2.306762 0.802250 0.191 0.120 -0.345
H -2.178221 -3.047640 -0.776882 0.045 0.168 0.286
H -0.056043 -3.703934 0.529676 -0.062 0.157 -0.344
C 1.516054 3.712099 1.085857 0.233 0.291 -0.061
C 1.946838 2.246527 -1.277202 0.460 -0.043 -0.136
H 0.035024 -3.472041 -1.241253 -0.015 0.055 0.226
C 1.529161 -1.442068 -1.313303 -0.280 -0.097 0.417
C 2.057646 -2.485609 0.811752 -0.261 -0.089 -0.164
H 0.459219 1.677327 3.641297 0.123 0.120 0.175
H 2.035586 -2.218287 -1.908992 -0.035 0.060 0.024
H 0.718878 -0.994577 -1.892911 0.123 -0.097 0.024
H 2.246957 -0.656005 -1.063095 0.006 -0.069 -0.092
H 2.694647 -3.250688 0.321642 -0.129 0.227 0.237
H 2.691533 -1.632548 1.105923 0.038 -0.239 -0.162
H 1.616528 -2.902834 1.732076 0.186 0.046 -0.390
H 1.942688 3.284623 -1.652042 0.065 -0.412 0.051
H 2.977854 1.923528 -1.071323 -0.196 0.180 -0.241
H 1.516217 1.578463 -2.036212 0.058 0.180 0.284
H 1.598960 4.525063 0.347763 -0.034 -0.058 0.406
H 0.795907 3.973060 1.875555 0.253 0.025 -0.237
H 2.494977 3.525751 1.548757 -0.205 0.259 -0.074
H 1.108833 1.312114 3.669131 0.010 0.174 0.163
Cl -0.529775 -2.762507 3.524169 1.132 -1.383 0.129
C -1.494846 -1.351371 3.404836 -1.185 2.195 -0.566
H -2.495375 -1.556951 3.012789 0.102 -0.016 0.805
H -1.366944 -0.690743 4.274717 -0.675 -0.675 0.197
```
Forces are in eV/Å.

Summary:
- DFT total energy (eV) = -57550.05958
- LUMO level (spin up / spin down) (eV) = 0.00 / -0.04
- 2S+1 = 8
- HOMO energy (spin up / spin down) (eV) = -6.27 / -6.44
- charge = 0

Results of the Löwdin charge analysis, in e, for atoms 1 through 5: number 1, C, carries -0.103; number 2, C, carries -0.062; number 3, C, carries -0.300; number 4, C, carries -0.242; number 5, C, carries -0.366